{
  "formula": "C2H9Cl2N2Si",
  "method": "ωB97M-V/def2-TZVPD",
  "fmax_ev_per_a": 4.589,
  "energy_ha": -1400.7065,
  "e_homo_ev": -13.102,
  "e_above_lowest_kcal_mol": 101.15,
  "total_charge": 1,
  "species": ["C", "C", "N", "N", "Si", "Cl", "Cl", "H", "H", "H", "H", "H", "H", "H", "H", "H"],
  "positions_angstrom": [[2.055, -0.939, 0.729], [0.794, 1.074, 0.322], [-1.232, 0.953, -0.942], [1.619, 0.198, -0.040], [-2.645, 0.280, -0.607], [-1.277, -1.523, 0.242], [-3.841, 0.673, 0.975], [1.591, -0.927, 1.662], [1.697, -1.870, 0.229], [3.190, -0.858, 0.951], [0.728, 2.057, -0.308], [0.281, 1.036, 1.300], [-1.120, 1.834, -1.269], [-0.479, -1.681, -0.675], [2.019, 0.312, -0.996], [-3.380, -0.620, -1.572]],
  "forces_ev_per_angstrom": [[1.77, -1.01, -0.76], [-2.17, 4.01, -0.54], [0.17, -2.22, 1.10], [1.73, -0.64, -1.87], [-0.50, -0.66, -0.81], [-1.52, -1.04, 2.48], [0.12, -0.08, -0.05], [-0.90, 0.22, 1.60], [1.00, 0.52, 0.28], [-1.88, -0.48, -0.85], [0.16, -2.17, 1.54], [0.53, -0.02, -0.68], [0.26, 3.22, -1.35], [1.17, -0.05, -1.85], [-0.20, -0.15, 1.15], [0.25, 0.57, 0.60]]
}